No. 1
5 unconnected molecules or ions with the total composition C6H23NO4 in a non-equilibrium geometry, computed with ωB97M-V with the def2-TZVPD basis set.

Each line ends with the natural charge from an NBO analysis.
Positions of all 34 atoms, in Å:
C 3.13 1.08 -0.40  -0.608
C 2.43 -0.29 -0.68  -0.404
C 2.10 -0.93 0.67  -0.230
N 0.72 -0.56 1.00  -0.684
C 0.29 -1.09 2.37  -0.239
C -1.09 -0.55 2.66  -0.413
C -2.21 -1.24 1.88  -0.637
H 3.63 1.46 -1.27  0.211
H 2.23 1.72 -0.16  0.197
H 3.85 1.08 0.48  0.196
H 1.61 0.14 -1.40  0.209
H 3.00 -1.01 -1.37  0.202
H 2.71 -0.36 1.43  0.197
H 2.30 -2.02 0.62  0.181
H -0.01 -0.96 0.44  0.399
H 0.89 -0.56 3.23  0.195
H 0.42 -2.17 2.32  0.185
H -1.31 -0.61 3.80  0.198
H -1.21 0.61 2.53  0.224
H -2.32 -2.24 2.33  0.199
H -1.81 -1.38 0.83  0.223
H -3.07 -0.53 2.11  0.222
O -0.92 -1.36 -1.33  -0.981
H -1.08 -2.19 -1.67  0.475
H -1.19 -0.68 -1.92  0.491
O -1.89 -0.07 -3.42  -0.950
H -1.04 0.01 -3.81  0.482
H -2.27 0.71 -3.15  0.500
O -0.43 2.07 0.55  -1.018
H 0.21 2.80 0.64  0.471
H 0.09 1.24 0.76  0.510
O -1.27 2.22 -2.04  -0.970
H -0.81 1.45 -1.68  0.468
H -1.47 2.63 -1.16  0.500

Computed properties:
SMILES: CCCNCCC.O.O.O.O
HOMO-LUMO gap, Ha: 0.367
Energy above the lowest of the compared OMol25 structures with the same formula, charge and spin, kJ/mol: 245.3
F_max, eV/Å: 4.7
Multiplicity: 1


No. 2
6 unconnected molecules or ions with the total composition C6H23NO6 in a non-equilibrium geometry, computed with ωB97M-V with the def2-TZVPD basis set.

Each line ends with the natural charge from an NBO analysis.
Positions of all 36 atoms, in Å:
C -2.29 1.24 -1.24  -0.644
C -1.50 -0.10 -1.63  -0.246
N -0.45 -0.74 -0.83  -0.518
C -0.91 -0.94 0.63  -0.230
C -0.12 0.02 1.48  -0.641
C 0.60 -1.58 -1.31  0.754
C 0.59 -2.08 -2.80  -0.773
O 1.58 -1.50 -0.63  -0.604
H -1.91 2.14 -1.81  0.224
H -3.35 1.34 -1.50  0.239
H -2.22 1.36 -0.16  0.217
H -1.16 0.05 -2.73  0.216
H -2.12 -1.02 -1.94  0.185
H -2.03 -0.94 0.77  0.219
H -0.83 -2.11 1.01  0.198
H 1.05 0.09 1.27  0.247
H -0.61 0.94 1.38  0.191
H -0.25 -0.28 2.56  0.223
H 0.02 -2.05 -3.61  0.245
H 0.67 -3.15 -2.75  0.264
H 1.62 -1.88 -3.13  0.252
O -3.55 0.69 3.32  -0.939
H -4.29 0.80 3.92  0.473
H -3.22 -0.18 3.44  0.467
O 1.45 3.12 1.15  -0.947
H 0.73 2.56 1.11  0.461
H 1.41 3.58 0.29  0.497
O 2.59 2.10 3.34  -0.958
H 3.47 2.55 3.46  0.459
H 2.43 2.27 2.42  0.485
O 3.05 -3.78 -1.35  -0.976
H 2.69 -2.93 -1.09  0.487
H 3.03 -4.39 -0.58  0.469
O 1.35 2.00 -0.98  -0.952
H 0.50 1.58 -0.73  0.466
H 1.97 1.22 -0.74  0.488

Computed properties:
SMILES: CCN(CC)C(C)=O.O.O.O.O.O
HOMO-LUMO gap, Ha: 0.351
Energy above the lowest of the compared OMol25 structures with the same formula, charge and spin, kJ/mol: 431.4
F_max, eV/Å: 6.1
Multiplicity: 1


No. 3
7 unconnected molecules or ions with the total composition C6H24BrN4O8 in a non-equilibrium geometry, computed with ωB97M-V with the def2-TZVPD basis set.

Each line ends with the natural charge from an NBO analysis.
Positions of all 43 atoms, in Å:
Br 0.17 -27.49 -3.64  -0.883
C -3.02 -26.27 -6.64  0.769
O -3.53 -25.52 -7.48  -0.683
N -3.20 -27.61 -6.64  -0.846
N -2.17 -25.82 -5.66  -0.862
H -2.93 -28.14 -5.83  0.397
H -3.95 -27.94 -7.23  0.399
H -1.94 -24.85 -5.57  0.406
H -1.47 -26.50 -5.41  0.406
C 1.39 -31.34 -2.29  0.776
O 1.88 -32.45 -2.18  -0.686
N 1.07 -30.51 -1.25  -0.854
N 1.07 -30.81 -3.53  -0.886
H 0.55 -29.67 -1.45  0.413
H 1.17 -30.97 -0.37  0.403
H 0.62 -29.91 -3.62  0.415
H 0.99 -31.44 -4.30  0.392
C 0.95 -26.60 -7.49  -0.095
C 2.01 -26.75 -8.57  -0.070
O 3.28 -26.98 -8.02  -0.728
O 1.48 -26.07 -6.29  -0.750
H 0.56 -27.60 -7.25  0.151
H 0.08 -26.01 -7.81  0.166
H 2.11 -25.91 -9.26  0.165
H 1.65 -27.58 -9.21  0.139
H 3.24 -27.63 -7.31  0.496
H 0.96 -26.46 -5.57  0.488
C 3.94 -24.22 -1.29  -0.075
C 3.24 -25.46 -1.84  -0.092
O 2.09 -25.07 -2.55  -0.735
O 4.42 -23.32 -2.31  -0.739
H 4.90 -24.53 -0.85  0.158
H 3.29 -23.69 -0.59  0.177
H 2.97 -26.05 -0.96  0.163
H 3.94 -26.01 -2.48  0.156
H 1.83 -25.86 -3.07  0.492
H 4.51 -23.78 -3.15  0.470
O -1.56 -27.02 -0.77  -0.969
H -1.11 -27.38 -1.56  0.490
H -2.26 -26.48 -1.12  0.463
O 3.17 -28.49 -5.30  -0.968
H 2.89 -29.39 -5.13  0.475
H 2.69 -27.97 -4.63  0.493

Computed properties:
HOMO-LUMO gap, Ha: 0.350
F_max, eV/Å: 2.4
Multiplicity: 1
Charge: -1


No. 4
A molecular structure, C6H24BrO9 in a non-equilibrium geometry, computed with ωB97M-V with the def2-TZVPD basis set.

Each line ends with the natural charge from an NBO analysis.
Positions of all 40 atoms, in Å:
Br 0.09 -0.04 0.35  -0.225
O -0.13 -0.42 -2.12  -0.924
H -0.54 0.41 -2.38  0.431
H 0.10 -0.30 -1.20  0.368
O 1.05 -2.32 -0.98  -0.915
H 1.03 -1.61 -0.34  0.428
H 1.86 -2.79 -0.77  0.428
O -2.55 -0.19 0.53  -0.930
H -2.57 -0.60 1.39  0.447
H -1.64 0.11 0.43  0.405
C -2.46 -3.38 -1.42  -0.080
C -2.28 -2.06 -0.71  -0.060
O -0.89 -1.89 -0.59  -0.723
O -2.09 -3.36 -2.81  -0.725
H -3.52 -3.57 -1.23  0.129
H -1.92 -4.13 -0.84  0.162
H -2.69 -2.06 0.30  0.147
H -2.83 -1.28 -1.25  0.155
H -0.75 -1.06 -0.13  0.324
H -2.84 -3.28 -3.40  0.459
C -0.76 3.90 0.91  -0.066
C -0.22 2.44 0.94  -0.119
O -1.21 1.58 1.25  -0.761
O -1.49 4.04 2.12  -0.744
H -1.39 4.07 0.04  0.149
H 0.06 4.62 0.92  0.171
H 0.61 2.29 1.63  0.177
H 0.25 2.17 -0.01  0.153
H -0.80 0.71 1.22  0.349
H -2.10 3.29 2.16  0.481
C 3.46 0.37 -0.16  -0.102
C 3.24 0.79 1.32  -0.095
O 2.16 1.74 1.39  -0.789
O 4.58 -0.47 -0.31  -0.729
H 3.61 1.21 -0.83  0.172
H 2.64 -0.10 -0.70  0.190
H 4.17 1.17 1.73  0.178
H 2.91 -0.09 1.87  0.158
H 1.33 1.26 1.37  0.469
H 4.53 -1.20 0.32  0.457

Computed properties:
HOMO-LUMO gap, Ha: 0.288
Energy above the lowest of the compared OMol25 structures with the same formula, charge and spin, kJ/mol: 1428.8
F_max, eV/Å: 14.9
Multiplicity: 1
Charge: -1


No. 5
A molecular structure, C6H24KNO9 in a non-equilibrium geometry, computed with ωB97M-V with the def2-TZVPD basis set.

Each line ends with the natural charge from an NBO analysis.
Positions of all 41 atoms, in Å:
K 12.53 4.54 -11.65  0.036
N 10.51 3.06 -14.61  0.738
O 11.54 2.78 -15.24  -0.570
O 10.51 3.96 -13.76  -0.630
O 9.49 2.45 -14.65  -0.530
O 10.82 6.73 -15.11  -0.972
H 11.34 6.55 -15.90  0.477
H 10.58 5.86 -14.78  0.480
O 13.86 3.53 -16.63  -0.977
H 13.20 3.14 -16.05  0.504
H 14.64 2.99 -16.50  0.470
O 11.64 4.80 -17.95  -0.969
H 12.42 4.32 -17.67  0.494
H 10.91 4.25 -17.69  0.467
O 6.94 4.16 -15.21  -0.943
H 7.31 3.50 -14.63  0.481
H 7.13 3.85 -16.10  0.462
C 6.37 -0.97 -16.42  -0.637
C 6.15 0.01 -15.26  0.108
C 4.97 -0.42 -14.27  -0.631
O 7.32 0.15 -14.47  -0.728
H 6.55 -1.92 -15.92  0.209
H 7.09 -0.67 -17.18  0.213
H 5.41 -1.12 -16.92  0.199
H 5.94 1.00 -15.67  0.151
H 5.16 0.21 -13.40  0.227
H 5.04 -1.45 -13.95  0.201
H 3.98 -0.25 -14.69  0.204
H 7.86 0.74 -15.01  0.484
C 9.58 2.33 -9.72  -0.636
C 8.91 2.37 -11.09  0.078
C 7.64 1.46 -11.12  -0.629
O 8.44 3.67 -11.35  -0.743
H 8.98 2.62 -8.85  0.216
H 10.46 2.96 -9.76  0.203
H 10.14 1.40 -9.61  0.213
H 9.49 2.02 -11.95  0.184
H 7.11 1.30 -12.06  0.223
H 6.97 1.81 -10.33  0.193
H 7.88 0.44 -10.82  0.191
H 8.59 3.79 -12.29  0.488

Computed properties:
HOMO-LUMO gap (spin up / spin down), Ha: 0.123 / 0.349
F_max, eV/Å: 4.6
Multiplicity: 2
Charge: -1


No. 6
A molecular structure, C6H24MgO6 in a non-equilibrium geometry, computed with ωB97M-V with the def2-TZVPD basis set.

Each line ends with the natural charge from an NBO analysis.
Positions of all 37 atoms, in Å:
Mg -0.19 -0.06 -0.21  1.797
C 1.47 2.45 -1.54  -0.256
O 0.32 1.56 -1.42  -0.836
H 1.71 2.62 -2.59  0.215
H 1.22 3.38 -1.06  0.202
H 2.35 1.97 -1.11  0.198
H -0.29 1.79 -2.13  0.511
C -0.43 -1.94 2.44  -0.268
O -0.91 -1.56 1.11  -0.834
H -1.15 -1.56 3.17  0.196
H -0.32 -3.02 2.51  0.218
H 0.44 -1.36 2.75  0.208
H -1.66 -2.13 0.87  0.513
C -1.52 2.62 0.97  -0.266
O -1.35 1.15 0.90  -0.847
H -0.61 3.09 0.59  0.202
H -2.41 2.98 0.43  0.214
H -1.70 2.85 2.04  0.212
H -1.91 0.78 1.62  0.519
C -1.97 -1.95 -2.07  -0.262
O -1.68 -0.69 -1.39  -0.837
H -2.35 -2.78 -1.48  0.198
H -2.77 -1.77 -2.79  0.221
H -1.06 -2.22 -2.58  0.200
H -2.52 -0.20 -1.26  0.515
C 1.60 1.39 2.00  -0.276
O 1.43 0.44 0.91  -0.828
H 2.22 2.23 1.74  0.204
H 0.65 1.83 2.31  0.200
H 2.05 1.00 2.90  0.213
H 2.30 0.09 0.65  0.519
C 1.56 -2.52 -1.24  -0.261
O 1.12 -1.13 -1.25  -0.837
H 1.51 -2.83 -0.21  0.203
H 0.95 -3.20 -1.87  0.202
H 2.59 -2.54 -1.58  0.214
H 1.32 -0.77 -2.13  0.514

Computed properties:
HOMO-LUMO gap, Ha: 0.453
Energy above the lowest of the compared OMol25 structures with the same formula, charge and spin, kJ/mol: 0.0
F_max, eV/Å: 1.5
Multiplicity: 1
Charge: +2


No. 7
A molecular structure, C6H24N12O6Ti in a non-equilibrium geometry, computed with ωB97M-V with the def2-TZVPD basis set.

Each line ends with the natural charge from an NBO analysis.
Positions of all 49 atoms, in Å:
Ti -18.49 21.81 4.89  0.997
C -20.47 21.98 -0.41  0.753
O -20.46 21.45 0.74  -0.708
N -20.17 23.21 -0.66  -0.813
N -20.77 21.45 -1.56  -0.812
H -20.26 23.67 -1.55  0.385
H -19.80 23.80 0.07  0.400
H -20.90 20.45 -1.63  0.410
H -20.71 22.03 -2.39  0.386
C -15.25 26.05 3.89  0.717
O -16.40 25.69 3.90  -0.725
N -14.94 26.99 3.16  -0.785
N -14.40 25.79 4.75  -0.790
H -13.99 27.29 2.97  0.381
H -15.67 27.14 2.47  0.406
H -13.45 26.15 4.70  0.389
H -14.72 25.30 5.57  0.408
C -20.42 16.62 6.70  0.756
O -20.21 17.86 6.62  -0.717
N -20.73 15.87 7.71  -0.815
N -20.06 15.85 5.69  -0.833
H -20.81 16.45 8.53  0.412
H -20.87 14.88 7.65  0.408
H -20.00 14.84 5.65  0.389
H -19.83 16.37 4.85  0.401
C -22.80 25.16 5.23  0.753
O -22.25 24.12 5.55  -0.703
N -23.04 26.06 6.03  -0.790
N -23.30 25.49 4.01  -0.856
H -23.81 26.71 5.87  0.386
H -22.70 25.94 6.97  0.405
H -23.06 24.81 3.31  0.413
H -23.81 26.36 3.95  0.393
C -17.68 22.58 10.51  0.742
O -17.34 22.55 9.35  -0.707
N -16.94 22.39 11.52  -0.807
N -18.86 22.92 10.89  -0.817
H -17.41 22.31 12.41  0.390
H -15.96 22.24 11.33  0.414
H -19.54 23.21 10.19  0.404
H -19.13 23.04 11.85  0.381
C -12.96 19.78 4.49  0.755
O -14.18 19.64 4.30  -0.688
N -12.57 20.51 5.51  -0.830
N -11.91 19.22 3.95  -0.815
H -11.59 20.59 5.75  0.372
H -13.24 20.60 6.26  0.405
H -11.01 19.63 4.14  0.390
H -12.00 18.52 3.23  0.412

Computed properties:
HOMO-LUMO gap (spin up / spin down), Ha: 0.231 / 0.308
Energy above the lowest of the compared OMol25 structures with the same formula, charge and spin, kJ/mol: 990.2
F_max, eV/Å: 10.1
Multiplicity: 4
Charge: +1


Question: Number 3 is which compound?
Answer: C6H24BrN4O8


What did the first record say?
5 unconnected molecules or ions with the total composition C6H23NO4 in a non-equilibrium geometry, computed with ωB97M-V with the def2-TZVPD basis set.

Each line ends with the natural charge from an NBO analysis.
Positions of all 34 atoms, in Å:
C 3.13 1.08 -0.40  -0.608
C 2.43 -0.29 -0.68  -0.404
C 2.10 -0.93 0.67  -0.230
N 0.72 -0.56 1.00  -0.684
C 0.29 -1.09 2.37  -0.239
C -1.09 -0.55 2.66  -0.413
C -2.21 -1.24 1.88  -0.637
H 3.63 1.46 -1.27  0.211
H 2.23 1.72 -0.16  0.197
H 3.85 1.08 0.48  0.196
H 1.61 0.14 -1.40  0.209
H 3.00 -1.01 -1.37  0.202
H 2.71 -0.36 1.43  0.197
H 2.30 -2.02 0.62  0.181
H -0.01 -0.96 0.44  0.399
H 0.89 -0.56 3.23  0.195
H 0.42 -2.17 2.32  0.185
H -1.31 -0.61 3.80  0.198
H -1.21 0.61 2.53  0.224
H -2.32 -2.24 2.33  0.199
H -1.81 -1.38 0.83  0.223
H -3.07 -0.53 2.11  0.222
O -0.92 -1.36 -1.33  -0.981
H -1.08 -2.19 -1.67  0.475
H -1.19 -0.68 -1.92  0.491
O -1.89 -0.07 -3.42  -0.950
H -1.04 0.01 -3.81  0.482
H -2.27 0.71 -3.15  0.500
O -0.43 2.07 0.55  -1.018
H 0.21 2.80 0.64  0.471
H 0.09 1.24 0.76  0.510
O -1.27 2.22 -2.04  -0.970
H -0.81 1.45 -1.68  0.468
H -1.47 2.63 -1.16  0.500

Computed properties:
SMILES: CCCNCCC.O.O.O.O
HOMO-LUMO gap, Ha: 0.367
Energy above the lowest of the compared OMol25 structures with the same formula, charge and spin, kJ/mol: 245.3
F_max, eV/Å: 4.7
Multiplicity: 1


Question: Which of these has the lowest F_max?
Answer: C6H24MgO6


Please write out number 7 again, unchanged.
A molecular structure, C6H24N12O6Ti in a non-equilibrium geometry, computed with ωB97M-V with the def2-TZVPD basis set.

Each line ends with the natural charge from an NBO analysis.
Positions of all 49 atoms, in Å:
Ti -18.49 21.81 4.89  0.997
C -20.47 21.98 -0.41  0.753
O -20.46 21.45 0.74  -0.708
N -20.17 23.21 -0.66  -0.813
N -20.77 21.45 -1.56  -0.812
H -20.26 23.67 -1.55  0.385
H -19.80 23.80 0.07  0.400
H -20.90 20.45 -1.63  0.410
H -20.71 22.03 -2.39  0.386
C -15.25 26.05 3.89  0.717
O -16.40 25.69 3.90  -0.725
N -14.94 26.99 3.16  -0.785
N -14.40 25.79 4.75  -0.790
H -13.99 27.29 2.97  0.381
H -15.67 27.14 2.47  0.406
H -13.45 26.15 4.70  0.389
H -14.72 25.30 5.57  0.408
C -20.42 16.62 6.70  0.756
O -20.21 17.86 6.62  -0.717
N -20.73 15.87 7.71  -0.815
N -20.06 15.85 5.69  -0.833
H -20.81 16.45 8.53  0.412
H -20.87 14.88 7.65  0.408
H -20.00 14.84 5.65  0.389
H -19.83 16.37 4.85  0.401
C -22.80 25.16 5.23  0.753
O -22.25 24.12 5.55  -0.703
N -23.04 26.06 6.03  -0.790
N -23.30 25.49 4.01  -0.856
H -23.81 26.71 5.87  0.386
H -22.70 25.94 6.97  0.405
H -23.06 24.81 3.31  0.413
H -23.81 26.36 3.95  0.393
C -17.68 22.58 10.51  0.742
O -17.34 22.55 9.35  -0.707
N -16.94 22.39 11.52  -0.807
N -18.86 22.92 10.89  -0.817
H -17.41 22.31 12.41  0.390
H -15.96 22.24 11.33  0.414
H -19.54 23.21 10.19  0.404
H -19.13 23.04 11.85  0.381
C -12.96 19.78 4.49  0.755
O -14.18 19.64 4.30  -0.688
N -12.57 20.51 5.51  -0.830
N -11.91 19.22 3.95  -0.815
H -11.59 20.59 5.75  0.372
H -13.24 20.60 6.26  0.405
H -11.01 19.63 4.14  0.390
H -12.00 18.52 3.23  0.412

Computed properties:
HOMO-LUMO gap (spin up / spin down), Ha: 0.231 / 0.308
Energy above the lowest of the compared OMol25 structures with the same formula, charge and spin, kJ/mol: 990.2
F_max, eV/Å: 10.1
Multiplicity: 4
Charge: +1